Entry 1:
45
Properties=species:S:1:pos:R:3:lowdin_charge:R:1 method="wB97M-V/def2-TZVPD" energy_ha=-922.2641 total_charge=+1
C -4.0762 1.8045 1.6926 0.01
O -3.0055 0.8254 1.8575 -0.09
C -1.7551 0.9382 1.4678 -0.13
C -0.7497 0.2623 2.2943 -0.19
C 0.5708 0.7262 2.2060 -0.03
C 1.6202 0.0644 2.8201 -0.03
C 1.3614 -1.0771 3.5879 -0.26
C 2.5264 -1.8402 4.1545 -0.05
C 0.0385 -1.5080 3.7765 -0.02
C -1.0096 -0.8389 3.1519 0.00
H -4.9377 1.2773 2.1195 0.10
H -3.8832 2.7096 2.2961 0.11
H -4.2772 2.0684 0.6282 0.11
H -1.3924 1.8209 0.8986 0.13
H 0.7093 1.6922 1.7246 0.12
H 2.6456 0.4419 2.7252 0.13
H 2.2050 -2.7419 4.6797 0.08
H 3.2207 -2.1610 3.3642 0.09
H 3.1269 -1.2476 4.8588 0.09
H -0.1244 -2.3678 4.4456 0.13
H -2.0383 -1.0968 3.4060 0.12
C -0.2250 -2.5099 -1.5784 0.00
N 0.0208 -1.1261 -1.9086 -0.02
C -0.8838 -0.1196 -1.5747 -0.19
C -1.8397 -0.0649 -0.5427 0.04
N -0.3704 1.0091 -2.2130 -0.03
C -1.1032 2.2505 -2.2116 0.00
C 0.8720 0.7535 -2.7908 -0.14
C 1.1225 -0.6122 -2.6050 -0.14
C 2.2177 -1.2379 -3.2132 0.00
C 3.0646 -0.4408 -3.9904 -0.07
C 2.8165 0.9420 -4.1643 -0.07
C 1.7079 1.5582 -3.5757 0.00
H 0.6423 -3.1134 -1.8658 0.09
H -0.4184 -2.5755 -0.4956 0.10
H -1.1240 -2.8829 -2.1049 0.11
H -2.4736 0.8096 -0.5588 0.05
H -2.1278 -1.0089 -0.0922 0.08
H -0.4948 3.0516 -2.6427 0.10
H -2.0456 2.1519 -2.7839 0.12
H -1.3715 2.4753 -1.1677 0.08
H 2.3614 -2.3162 -3.0804 0.11
H 3.9244 -0.8850 -4.4932 0.11
H 3.4963 1.5230 -4.7892 0.11
H 1.4559 2.6168 -3.7126 0.11


Entry 2:
48
Properties=species:S:1:pos:R:3:lowdin_charge:R:1 method="wB97M-V/def2-TZVPD" energy_ha=-1450.7759 total_charge=0
C 0.4108 1.5944 -1.5679 -0.10
C 1.2679 2.7117 -0.9877 -0.23
C 2.7634 2.3725 -0.9740 -0.11
C 3.1358 1.4873 0.2029 -0.46
O 3.1078 1.9312 1.3372 0.04
N 3.5663 0.2230 -0.0399 -0.05
C 3.4496 -0.5057 -1.2837 -0.11
H 2.6539 -0.0671 -1.8831 0.10
C 3.0880 -1.9838 -0.9813 -0.13
N 2.4098 -2.0922 0.2901 -0.11
C 1.0946 -1.6176 0.3641 -0.24
C 0.6627 -0.6892 1.3138 -0.03
C -0.6621 -0.3071 1.3738 -0.02
C -1.6006 -0.8247 0.4856 -0.23
C -1.1804 -1.7489 -0.4670 0.00
C 0.1413 -2.1370 -0.5168 -0.01
H 0.4377 -2.8723 -1.2489 0.11
H -1.8942 -2.1624 -1.1587 0.10
N -2.9228 -0.3827 0.5951 0.14
C -4.0032 -0.7262 -0.1627 -0.50
O -3.9815 -1.5064 -1.0969 0.04
C -5.2541 -0.0643 0.2381 -0.44
C -5.5551 0.8453 1.2188 -0.12
C -6.9157 1.2017 1.2294 -0.19
C -7.6272 0.5612 0.2611 -0.40
S -6.6573 -0.4873 -0.6828 1.09
H -8.6744 0.6486 0.0497 0.06
H -7.3440 1.9014 1.9247 0.10
H -4.8449 1.2567 1.9153 0.11
H -3.0772 0.2815 1.3395 0.13
H -0.9667 0.4210 2.1131 0.12
H 1.3570 -0.2240 1.9948 0.11
C 3.3380 -1.7948 1.3590 -0.14
H 4.0083 -2.6573 1.4579 0.12
C 4.1713 -0.5321 1.0404 -0.10
H 4.2354 0.1306 1.9038 0.12
H 5.1849 -0.8133 0.7314 0.13
H 2.7920 -1.6939 2.2947 0.11
H 3.9929 -2.5950 -0.9233 0.12
H 2.4644 -2.3756 -1.7834 0.11
H 4.3906 -0.4585 -1.8498 0.13
H 3.3197 3.2991 -0.8097 0.12
H 3.0756 1.9579 -1.9308 0.10
H 0.9563 2.9232 0.0367 0.11
H 1.1185 3.6185 -1.5783 0.11
H 0.6876 1.3938 -2.6019 0.08
H 0.5184 0.6806 -0.9904 0.04
H -0.6391 1.8780 -1.5522 0.08


Entry 3:
52
Properties=species:S:1:pos:R:3:lowdin_charge:R:1 method="wB97M-V/def2-TZVPD" multiplicity=2 energy_ha=-3350.5060 s_squared=0.867 total_charge=-2
V -0.1334 -0.1293 -0.1646 -0.19
C -3.8552 -1.9594 5.0440 -0.19
Si -2.5705 -0.5898 4.6260 0.57
C -3.5452 0.9762 4.1587 -0.23
C -1.7498 -0.1741 6.3156 -0.19
C -1.3021 -1.2457 3.4210 -0.28
C -0.3949 -2.2305 3.8775 -0.15
C 0.6302 -2.6775 3.0612 -0.11
C 0.7625 -2.1403 1.7962 -0.19
N -0.0974 -1.2218 1.3276 -0.29
C -1.1192 -0.8081 2.1063 -0.79
S -2.1447 0.2545 1.2221 0.58
H -4.5732 -1.6297 5.7889 0.01
H -3.3648 -2.8446 5.4353 0.01
H -4.4088 -2.2576 4.1609 0.02
H -4.2476 1.2572 4.9403 0.01
H -4.0928 0.8242 3.2365 -0.02
H -2.8701 1.8088 3.9948 0.02
H -2.4942 0.1391 7.0417 0.01
H -1.0264 0.6284 6.2223 0.02
H -1.2317 -1.0302 6.7333 0.01
H -0.5131 -2.6285 4.8761 0.07
H 1.3326 -3.4237 3.4082 0.08
H 1.5397 -2.4626 1.1056 0.08
C -0.0503 4.6806 -2.5834 -0.04
N -0.3656 3.2988 -2.3968 -0.14
C -1.1697 2.5068 -3.1724 -0.08
C -1.1635 1.2707 -2.6041 -0.16
N -0.3705 1.2709 -1.4890 -0.14
C 0.0865 2.5060 -1.3778 -0.16
H -0.4844 5.0268 -3.5214 0.08
H 1.0332 4.8289 -2.6187 0.09
H -0.4499 5.2827 -1.7606 0.09
H -1.6592 2.8864 -4.0492 0.10
H -1.6632 0.3715 -2.9197 0.05
H 0.7513 2.8578 -0.6112 0.06
Te -0.1322 -2.0189 -1.7064 -0.09
O 8.2357 3.2261 2.5091 0.05
C 7.3258 3.7446 1.5754 -0.47
O 7.6789 4.7513 0.9597 0.04
C 6.0809 3.0594 1.4232 -0.18
C 5.6550 1.9395 2.1859 -0.05
C 4.4249 1.3772 1.9976 -0.13
C 3.5025 1.8887 1.0626 -0.71
S 1.9263 1.2335 0.9758 0.66
C 3.9309 2.9807 0.2742 -0.12
C 5.1639 3.5392 0.4521 -0.03
H 7.8663 2.4193 2.8836 0.06
H 6.2993 1.5071 2.9517 0.10
H 4.1212 0.5244 2.5947 0.10
H 3.2542 3.3824 -0.4727 0.09
H 5.4834 4.3800 -0.1501 0.11


Entry 4:
50
Properties=species:S:1:pos:R:3:lowdin_charge:R:1 method="wB97M-V/def2-TZVPD" energy_ha=-1278.1431 total_charge=0
N 0.5743 -1.8482 -1.2732 0.17
O 3.3197 1.8635 -0.4738 0.07
O -5.4869 -4.4771 1.8553 0.04
C 0.8345 -0.7562 -0.8225 -0.15
O -4.2214 -0.9901 2.1733 -0.07
O -2.1191 -1.6785 3.5032 -0.06
O 2.6788 2.0272 -4.4769 -0.09
C 2.7257 0.8682 -0.8268 -0.45
C -5.2095 -3.3672 2.2653 -0.53
C 1.4479 0.4302 -0.2827 -0.14
C 0.7980 1.1967 0.6516 0.05
C -2.9875 0.8736 1.0698 0.02
C -1.7197 1.4020 0.7408 -0.01
C -0.6319 -0.1716 2.2124 0.08
C -3.0981 -0.2407 1.8947 -0.22
C -1.9389 -0.6700 2.5712 -0.16
C -0.4969 0.8517 1.2508 -0.21
N -5.6132 -3.1647 3.4866 0.17
N 2.9239 0.3847 -2.1383 0.08
C -4.4206 -2.2568 1.4764 -0.02
C -2.3020 -2.4868 5.8243 -0.06
C -2.0809 -1.2838 4.8427 -0.25
C 3.1900 1.8790 -5.8196 -0.18
C 4.0661 0.8470 -3.0354 -0.08
C 4.3661 2.8173 -5.7867 -0.19
C 4.9620 2.6063 -4.4403 -0.15
C 3.7724 2.2317 -3.6199 -0.33
H 1.2842 2.1529 0.7626 0.13
H -3.9378 1.2820 0.7097 0.13
H -1.5426 2.2683 0.0629 0.13
H 0.2880 -0.5316 2.5330 0.11
H -6.1339 -3.8941 4.0087 0.15
H -5.2181 -2.3829 3.9696 0.09
H 2.2191 -0.2664 -2.5246 0.12
H -3.4204 -2.6920 1.3192 0.14
H -4.7974 -1.9804 0.5083 0.13
H -1.7366 -3.3746 5.4811 0.08
H -1.7936 -2.2781 6.7132 0.04
H -3.4239 -2.7797 5.8934 0.10
H -1.1460 -0.8740 5.1586 0.11
H -2.9127 -0.6538 5.1402 0.12
H 3.6186 0.8737 -6.0513 0.13
H 2.5049 2.1932 -6.6373 0.13
H 4.8666 1.0063 -2.2753 0.14
H 4.2935 0.0968 -3.6885 0.09
H 5.0432 2.6495 -6.5649 0.10
H 3.8800 3.7832 -5.8077 0.12
H 5.3839 3.5728 -4.2293 0.12
H 5.7778 1.9447 -4.5030 0.11
H 3.5705 2.9964 -2.8010 0.17


Entry 5:
48
Properties=species:S:1:pos:R:3:lowdin_charge:R:1 method="wB97M-V/def2-TZVPD" energy_ha=-1773.7533 total_charge=0
C 7.2716 0.2205 1.5775 -0.08
H 8.3549 0.2395 1.4845 0.07
H 6.9751 0.9968 2.2790 0.07
H 6.9796 -0.7435 1.9881 0.08
C 6.6130 0.4380 0.2163 -0.44
C 7.0666 -0.6427 -0.7621 -0.08
H 6.7085 -0.4393 -1.7674 0.07
H 8.1529 -0.6883 -0.7935 0.08
H 6.6911 -1.6148 -0.4511 0.09
C 5.0905 0.4453 0.3817 -0.16
C 4.3491 0.8200 -0.8996 -0.17
H 4.4511 0.0327 -1.6508 0.12
H 4.7160 1.7697 -1.2959 0.13
O 2.9633 1.0456 -0.6527 -0.01
C 2.1891 -0.0222 -0.5118 -0.35
N 2.6824 -1.2464 -0.6281 0.15
C 1.8534 -2.2752 -0.4937 -0.20
N 0.5678 -2.2340 -0.2486 0.14
C 0.0424 -1.0117 -0.1249 -0.25
C 0.8206 0.1495 -0.2493 -0.36
S -0.0792 1.6260 -0.0473 1.11
C -1.5377 0.6955 0.2131 -0.51
N -2.7068 1.2619 0.4371 0.13
C -3.7411 0.4617 0.6254 -0.26
C -3.6503 -0.9421 0.5952 -0.22
C -2.4262 -1.5301 0.3361 0.07
C -1.3285 -0.6966 0.1444 -0.15
H -2.3041 -2.6014 0.2841 0.13
C -4.8979 -1.7166 0.8168 -0.40
H -4.7595 -2.7801 0.6305 0.08
H -5.2839 -1.5732 1.8288 0.08
S -6.2079 -1.1824 -0.3516 0.93
C -6.0668 0.6709 -0.2719 -0.78
C -5.5761 1.1545 -1.6312 -0.10
H -6.2630 0.8373 -2.4124 0.08
H -4.5922 0.7459 -1.8515 0.08
H -5.5081 2.2408 -1.6417 0.09
C -7.4567 1.2171 0.0317 -0.12
H -8.1560 0.9111 -0.7427 0.08
H -7.8180 0.8392 0.9856 0.08
H -7.4330 2.3045 0.0716 0.09
C -5.0830 1.0820 0.8322 -0.13
H -4.9751 2.1676 0.8252 0.13
H -5.4835 0.7784 1.8038 0.13
H 2.3008 -3.2544 -0.5976 0.11
H 4.7529 -0.5412 0.7048 0.11
H 4.8157 1.1690 1.1530 0.12
H 6.9261 1.4151 -0.1693 0.13